DFT (the ωB97M-V functional and the def2-TZVPD basis) results for a 5-piece molecular cluster, H10O5 overall.

```
15
H10O5 the ωB97M-V functional and the def2-TZVPD basis
O 1.626 0.212 0.525
H 1.037 0.935 0.110
H 2.267 0.747 0.998
O -0.995 0.334 1.784
H -0.696 0.413 2.731
H -0.118 0.081 1.367
O -0.234 1.747 -0.554
H -0.781 1.843 0.279
H -0.823 1.086 -1.014
O -1.761 -0.945 -0.881
H -0.823 -1.165 -1.103
H -2.037 -1.525 -0.139
O 0.804 -1.376 -1.634
H 1.269 -1.846 -0.950
H 1.265 -0.540 -1.519
```

Electronic energy   -382.1991 a.u.
Net charge   0
ΔE to the lowest compared entry with this formula, charge and spin   15.7 kcal per mole
Spin multiplicity   1
Frontier orbital gap   11.25 eV
HOMO   -10.842 eV
SMILES   O.O.O.O.O

Löwdin atomic charge list, values in e, 6 entries: O -0.1057; H 0.0186; H 0.0536; O -0.1097; H 0.0722; H 0.0176

DFT (the ωB97M-V functional and the def2-TZVPD basis) results for H10O5 as an isolated structure.

```
15
H10O5 the ωB97M-V functional and the def2-TZVPD basis
O 9.949 4.662 28.157
H 9.324 5.366 28.332
H 10.743 5.112 27.870
O 14.689 6.191 27.454
H 13.917 6.731 27.623
H 14.420 5.602 26.750
O 11.992 5.322 26.954
H 11.556 5.588 26.144
H 12.669 4.707 26.670
O 11.817 5.985 24.348
H 11.213 6.161 23.627
H 11.897 6.824 24.804
O 14.114 4.704 25.862
H 13.725 4.606 24.993
H 14.425 3.827 26.087
```

Electronic energy   -382.1425 a.u.
Net charge   0
ΔE to the lowest compared entry with this formula, charge and spin   51.3 kcal per mole
Spin multiplicity   1
Frontier orbital gap   10.09 eV
HOMO   -10.082 eV

Löwdin atomic charge list, values in e, 6 entries: O -0.0809; H 0.0180; H -0.0606; O -0.0726; H 0.0146; H -0.1510

DFT (the ωB97M-V functional and the def2-TZVPD basis) results for a 5-piece molecular cluster, H10O5 overall.

```
15
H10O5 the ωB97M-V functional and the def2-TZVPD basis
O 2.732 -1.217 0.186
H 2.354 -0.338 -0.058
H 3.202 -1.518 -0.659
O 1.744 1.547 -0.043
H 0.808 1.765 -0.129
H 1.784 1.756 0.910
O -1.129 1.251 -0.088
H -1.357 1.557 -0.961
H -0.511 0.473 -0.166
O -0.208 -1.115 -0.391
H -0.844 -1.622 0.152
H 0.697 -1.331 -0.013
O -3.096 -0.609 0.059
H -3.715 -0.717 0.812
H -2.462 0.119 0.388
```

Electronic energy   -382.1967 a.u.
Net charge   0
ΔE to the lowest compared entry with this formula, charge and spin   17.2 kcal per mole
Spin multiplicity   1
Frontier orbital gap   11.80 eV
HOMO   -11.139 eV
SMILES   O.O.O.O.O

Löwdin atomic charge list, values in e, 6 entries: O -0.1044; H -0.0005; H 0.0917; O -0.0567; H 0.0072; H 0.0761

DFT (the ωB97M-V functional and the def2-TZVPD basis) results for a 5-piece molecular cluster, H10O5 overall.

```
15
H10O5 the ωB97M-V functional and the def2-TZVPD basis
O -6.057 15.880 15.091
H -6.890 16.213 14.763
H -5.380 16.494 14.879
O -4.513 11.886 18.497
H -4.959 11.086 18.220
H -5.203 12.529 18.198
O -8.682 13.723 16.858
H -8.388 13.416 15.943
H -9.296 13.089 17.067
O -6.751 11.458 16.346
H -6.719 12.299 15.925
H -7.640 11.371 16.722
O -5.964 13.919 17.652
H -6.793 14.239 17.201
H -5.330 14.648 17.583
```

Electronic energy   -382.1677 a.u.
Net charge   0
ΔE to the lowest compared entry with this formula, charge and spin   35.4 kcal per mole
Spin multiplicity   1
Frontier orbital gap   9.90 eV
HOMO   -9.869 eV
SMILES   O.O.O.O.O

Löwdin atomic charge list, values in e, 6 entries: O -0.0292; H 0.0373; H 0.0220; O -0.1019; H 0.0027; H -0.0255

DFT (the ωB97M-V functional and the def2-TZVPD basis) results for a 5-piece molecular cluster, H10O5 overall.

```
15
H10O5 the ωB97M-V functional and the def2-TZVPD basis
O -0.171 1.662 0.619
H -0.683 0.906 0.969
H -0.459 2.287 1.263
O -1.452 -0.533 1.464
H -0.939 -1.360 1.098
H -2.340 -0.660 1.069
O 0.033 -1.699 -0.643
H 0.538 -2.607 -1.043
H -0.099 -1.075 -1.438
O 0.182 0.587 -1.826
H 1.012 0.493 -1.302
H -0.394 1.279 -1.345
O 1.982 0.311 0.262
H 1.504 -0.519 0.278
H 1.286 0.928 0.575
```

Electronic energy   -382.1818 a.u.
Net charge   0
ΔE to the lowest compared entry with this formula, charge and spin   26.6 kcal per mole
Spin multiplicity   1
Frontier orbital gap   11.17 eV
HOMO   -10.790 eV
SMILES   O.O.O.O.O

Löwdin atomic charge list, values in e, 6 entries: O -0.0592; H 0.0149; H 0.0634; O -0.0951; H 0.0926; H 0.0735

DFT (the ωB97M-V functional and the def2-TZVPD basis) results for a 5-piece molecular cluster, H10O5 overall.

```
15
H10O5 the ωB97M-V functional and the def2-TZVPD basis
O 1.290 1.537 -2.177
H 1.129 1.107 -1.338
H 0.442 1.520 -2.622
O -4.918 0.669 1.357
H -4.059 1.053 1.529
H -5.082 0.102 2.110
O 0.676 1.058 3.220
H 0.472 1.177 4.148
H 1.320 1.739 3.027
O 0.174 -0.964 0.102
H 0.845 -1.395 0.632
H -0.233 -0.334 0.695
O 2.519 -2.527 -3.915
H 3.304 -2.837 -3.463
H 2.121 -1.906 -3.305
```

Electronic energy   -382.1766 a.u.
Net charge   0
ΔE to the lowest compared entry with this formula, charge and spin   29.9 kcal per mole
Spin multiplicity   1
Frontier orbital gap   11.47 eV
HOMO   -11.313 eV
SMILES   O.O.O.O.O

Löwdin atomic charge list, values in e, 6 entries: O -0.0547; H 0.0026; H 0.0314; O -0.0525; H 0.0243; H 0.0281

DFT (the ωB97M-V functional and the def2-TZVPD basis) results for a 5-piece molecular cluster, H10O5 overall.

```
15
H10O5 the ωB97M-V functional and the def2-TZVPD basis
O 1.261 -2.525 -2.145
H 1.638 -1.788 -2.626
H 1.559 -3.300 -2.621
O -2.056 3.474 1.109
H -1.167 3.229 0.854
H -2.109 3.254 2.039
O -1.786 0.005 1.147
H -2.083 0.864 1.446
H -2.379 -0.217 0.428
O 0.535 0.999 -0.123
H 1.235 0.768 0.488
H 0.672 0.422 -0.875
O 1.842 -1.469 0.370
H 1.096 -1.706 0.922
H 1.743 -2.009 -0.413
```

Electronic energy   -381.7870 a.u.
Expectation value of S²   0.757
Net charge   +1
ΔE to the lowest compared entry with this formula, charge and spin   20.1 kcal per mole
Spin multiplicity   2
Frontier orbital gap (alpha / beta)   11.57 / 4.32 eV
HOMO (alpha / beta)   -15.303 / -15.265 eV

Löwdin atomic charge list, values in e, 6 entries: O -0.0300; H 0.0558; H 0.0709; O -0.0278; H 0.0201; H 0.0381

DFT (the ωB97M-V functional and the def2-TZVPD basis) results for a 5-piece molecular cluster, H10S5 overall.

```
15
H10S5 the ωB97M-V functional and the def2-TZVPD basis
S -0.895 3.862 -0.305
H -0.432 3.251 0.791
H 0.003 3.263 -1.097
S 2.861 2.316 -0.104
H 3.248 2.538 -1.359
H 3.404 1.096 -0.065
S 2.405 -1.933 0.221
H 2.438 -2.307 1.505
H 2.024 -3.142 -0.195
S -1.318 -3.355 0.190
H -1.448 -4.076 -0.929
H -2.189 -4.117 0.863
S -3.403 0.489 -0.314
H -3.905 0.448 0.925
H -2.792 1.667 -0.126
```

Electronic energy   -1996.8747 a.u.
Net charge   0
ΔE to the lowest compared entry with this formula, charge and spin   0.0 kcal per mole
Spin multiplicity   1
Frontier orbital gap   9.94 eV
HOMO   -9.344 eV
SMILES   S.S.S.S.S

Löwdin atomic charge list, values in e, 6 entries: S 0.4717; H -0.2137; H -0.2372; S 0.4803; H -0.2179; H -0.2507

DFT (the ωB97M-V functional and the def2-TZVPD basis) results for a 5-piece molecular cluster, H11NO4 overall.

```
16
H11NO4 the ωB97M-V functional and the def2-TZVPD basis
N -0.880 5.502 -2.973
H -0.815 4.480 -3.017
H -0.361 5.820 -3.765
H -0.602 5.733 -2.039
O 0.090 -2.957 4.136
H 0.430 -2.368 4.821
H 0.454 -2.554 3.342
O 0.814 0.575 1.312
H 0.056 -0.005 1.153
H 0.388 1.441 1.335
O 0.221 0.630 -3.199
H -0.665 0.253 -3.253
H 0.772 -0.149 -3.323
O -0.300 -3.719 0.625
H -0.657 -4.252 1.338
H 0.453 -3.204 0.915
```

Electronic energy   -362.2819 a.u.
Net charge   0
ΔE to the lowest compared entry with this formula, charge and spin   35.2 kcal per mole
Spin multiplicity   1
Frontier orbital gap   10.13 eV
HOMO   -9.836 eV
SMILES   N.O.O.O.O

Löwdin atomic charge list, values in e, 6 entries: N 0.0063; H 0.0073; H -0.0068; H -0.0064; O -0.0573; H 0.0405

DFT (the ωB97M-V functional and the def2-TZVPD basis) results for a 5-piece molecular cluster, H11O5 overall.

```
16
H11O5 the ωB97M-V functional and the def2-TZVPD basis
O -1.243 -0.132 -2.822
H -2.128 -0.472 -2.744
H -1.396 0.653 -3.373
O -1.210 2.829 -0.527
H -1.709 3.017 0.273
H -1.621 3.387 -1.198
O 0.537 -0.733 1.531
H -0.117 -0.369 2.112
H 1.132 -1.556 2.047
O 1.942 -2.585 2.119
H 2.203 -2.786 3.009
H 1.360 -3.233 1.726
O 0.794 0.544 -0.663
H 0.207 -0.012 -1.230
H 0.359 1.406 -0.498
H 0.889 0.041 0.239
```

Electronic energy   -382.5384 a.u.
Net charge   +1
ΔE to the lowest compared entry with this formula, charge and spin   24.9 kcal per mole
Spin multiplicity   1
Frontier orbital gap   12.40 eV
HOMO   -15.398 eV

Löwdin atomic charge list, values in e, 6 entries: O -0.0347; H 0.0485; H 0.0666; O -0.0378; H 0.0583; H 0.0621

DFT (the ωB97M-V functional and the def2-TZVPD basis) results for a 6-piece molecular cluster, H11O5S overall.

```
17
H11O5S the ωB97M-V functional and the def2-TZVPD basis
S -0.612 -1.389 1.220
H -1.405 -2.447 1.076
H -0.006 1.024 1.307
H 1.389 1.378 0.932
O 0.461 1.756 0.971
H -0.183 1.265 -0.813
H -1.361 0.403 -1.427
O -0.462 0.698 -1.522
H -3.052 -0.373 -0.286
H -2.975 1.053 0.112
O -3.415 0.506 -0.522
H 0.978 -0.707 -1.685
H 0.883 -1.615 -0.467
O 1.433 -1.437 -1.245
H 2.717 -0.307 1.521
H 2.700 -0.146 -0.001
O 2.911 0.338 0.828
```

Electronic energy   -781.0689 a.u.
Net charge   -1
ΔE to the lowest compared entry with this formula, charge and spin   11.7 kcal per mole
Spin multiplicity   1
Frontier orbital gap   7.74 eV
HOMO   -3.918 eV

Löwdin atomic charge list, values in e, 6 entries: S 0.0421; H -0.4036; H -0.1070; H 0.0248; O -0.1123; H -0.0133

DFT (the ωB97M-V functional and the def2-TZVPD basis) results for a 6-piece molecular cluster, H11O6 overall.

```
17
H11O6 the ωB97M-V functional and the def2-TZVPD basis
O -0.734 -1.479 0.334
H -1.545 -1.568 -0.151
O 0.636 -1.749 -2.097
H 1.412 -2.286 -2.001
H 0.274 -1.621 -1.048
O 0.622 -1.039 2.425
H 1.329 -1.600 2.212
H -0.045 -1.097 1.563
O -1.244 1.954 -0.350
H -1.058 1.886 0.617
H -0.819 1.077 -0.483
O 0.040 1.811 2.869
H 0.899 2.120 3.071
H 0.196 0.859 2.650
O 0.047 1.258 -3.388
H -0.696 0.845 -3.019
H 0.685 0.628 -3.203
```

Electronic energy   -458.0721 a.u.
Net charge   -1
ΔE to the lowest compared entry with this formula, charge and spin   29.5 kcal per mole
Spin multiplicity   1
Frontier orbital gap   9.24 eV
HOMO   -5.351 eV

Löwdin atomic charge list, values in e, 6 entries: O -0.3943; H -0.0657; O -0.1926; H -0.0284; H 0.0645; O -0.1735